A 8-piece molecular cluster, C44H112N8O14 overall. Source: the Open Molecules 2025 dataset; level of theory: ωB97M-V/def2-TZVPD.

Each line ends with the Mulliken charge.
Positions of all 178 atoms, in Å:
C  -1.79  -5.30  1.47  -0.663
O  -1.05  -5.15  0.28  -0.434
C  0.38  -5.22  0.44  -0.659
C  0.85  -6.65  0.83  -0.574
N  0.81  -7.51  -0.29  -0.334
C  1.17  -8.90  0.03  -0.543
C  0.59  -9.78  -1.07  -0.422
O  0.73  -11.05  -0.71  -0.308
C  0.29  -11.97  -1.67  -0.788
H  -1.57  -6.29  1.88  0.417
H  -2.84  -5.35  1.17  -0.005
H  -1.38  -4.57  2.16  0.379
H  0.66  -4.48  1.19  0.397
H  0.85  -4.92  -0.50  0.354
H  0.23  -7.14  1.58  0.350
H  1.81  -6.52  1.33  0.408
H  -0.15  -7.48  -0.62  0.257
H  0.73  -9.09  1.01  0.328
H  2.25  -8.96  0.14  0.222
H  1.07  -9.64  -2.04  0.346
H  -0.49  -9.62  -1.19  0.322
H  0.66  -11.77  -2.68  0.316
H  -0.80  -11.93  -1.76  0.314
H  0.62  -13.00  -1.52  0.274
C  -4.52  -1.77  6.40  -0.707
O  -3.82  -2.82  5.87  -0.243
C  -4.73  -3.68  5.23  -0.429
C  -3.97  -4.83  4.69  -0.615
N  -3.45  -5.88  5.61  -0.376
C  -2.40  -5.32  6.52  -0.280
C  -1.86  -6.45  7.42  -0.719
O  -2.87  -6.79  8.31  -0.353
C  -3.53  -8.01  8.13  -0.633
H  -5.31  -1.31  5.81  0.335
H  -3.83  -0.92  6.41  0.078
H  -4.87  -1.85  7.43  0.322
H  -5.30  -3.16  4.46  0.433
H  -5.47  -3.99  5.97  0.358
H  -3.08  -4.35  4.29  0.110
H  -4.54  -5.30  3.89  0.294
H  -4.26  -6.11  6.16  0.229
H  -2.81  -4.63  7.26  0.177
H  -1.58  -4.80  6.04  0.424
H  -1.00  -6.10  8.00  0.380
H  -1.49  -7.29  6.82  0.409
H  -4.13  -8.01  7.22  0.268
H  -4.18  -8.22  8.98  0.234
H  -2.75  -8.77  8.15  0.288
C  1.54  10.63  -0.98  -0.700
O  0.94  9.63  -1.70  -0.311
C  1.57  9.33  -2.92  -0.721
C  0.70  8.30  -3.67  -0.466
N  0.56  7.05  -2.96  -0.104
C  -0.53  6.23  -3.41  -0.868
C  -0.50  5.72  -4.94  -0.648
O  0.43  4.65  -5.01  -0.425
C  1.75  5.08  -4.89  -0.739
H  2.61  10.40  -1.04  0.287
H  1.35  10.58  0.09  0.234
H  1.19  11.53  -1.48  0.266
H  2.62  9.05  -2.82  0.341
H  1.50  10.27  -3.47  0.410
H  1.22  8.07  -4.60  0.227
H  -0.31  8.69  -3.80  0.308
H  0.64  7.29  -1.98  0.241
H  -1.51  6.64  -3.14  0.502
H  -0.40  5.36  -2.78  0.362
H  -0.28  6.48  -5.69  0.539
H  -1.48  5.30  -5.15  0.370
H  2.31  4.24  -5.29  0.285
H  2.07  5.32  -3.88  0.214
H  1.83  5.94  -5.55  0.339
C  -4.16  -1.73  1.30  -0.845
O  -2.85  -1.25  1.49  0.128
C  -1.97  -1.62  0.47  -0.543
C  -0.80  -0.71  0.59  -0.532
N  -1.24  0.66  0.13  -0.028
C  -0.34  1.85  0.24  -0.117
C  0.97  1.63  -0.53  -0.322
O  1.55  2.90  -0.69  -0.311
C  2.92  2.82  -1.19  -0.704
H  -4.23  -2.81  1.14  0.209
H  -4.65  -1.23  0.46  0.399
H  -4.76  -1.40  2.15  0.234
H  -2.47  -1.58  -0.50  0.535
H  -1.59  -2.64  0.52  -0.040
H  0.00  -1.12  -0.03  0.566
H  -0.59  -0.71  1.65  -0.024
H  -2.07  0.99  0.60  0.149
H  -0.04  2.05  1.27  -0.025
H  -0.92  2.76  0.09  0.044
H  0.76  1.26  -1.53  0.114
H  1.64  0.95  0.01  0.433
H  3.64  3.56  -0.84  0.158
H  2.70  3.00  -2.25  0.209
H  3.49  1.90  -1.26  0.379
C  -3.38  4.01  1.15  -0.766
O  -3.47  2.63  1.08  -0.294
C  -4.10  2.05  2.25  -0.145
C  -3.34  2.21  3.62  -0.877
N  -2.10  1.47  3.66  0.397
C  -1.33  1.45  4.87  -0.585
C  0.13  0.95  4.63  -0.298
O  0.87  1.34  5.84  -0.384
C  2.21  0.86  5.86  -0.777
H  -2.57  4.33  0.50  0.168
H  -2.93  4.30  2.10  0.292
H  -4.30  4.56  0.96  0.312
H  -4.36  1.04  1.92  -0.187
H  -5.11  2.43  2.39  0.517
H  -4.01  1.86  4.40  0.333
H  -3.17  3.27  3.81  0.388
H  -1.92  0.76  2.96  -0.050
H  -1.77  0.77  5.61  -0.013
H  -1.36  2.52  5.09  0.482
H  0.51  1.28  3.67  0.245
H  0.10  -0.14  4.68  0.296
H  2.83  1.28  5.07  0.299
H  2.24  -0.19  6.13  0.292
H  2.73  1.47  6.60  0.306
C  13.95  5.48  -5.22  -0.728
O  12.83  6.33  -4.73  -0.349
C  12.36  6.06  -3.40  -0.648
C  11.01  6.70  -3.01  -0.400
N  9.88  6.02  -3.67  -0.304
C  8.59  6.65  -3.21  -0.666
C  7.41  5.65  -3.40  -0.493
O  6.08  6.22  -3.19  -0.297
C  5.83  6.51  -1.82  -0.480
H  14.09  4.43  -4.95  0.326
H  14.85  6.03  -4.97  0.276
H  13.75  5.43  -6.29  0.253
H  13.14  6.30  -2.68  0.313
H  12.19  4.98  -3.43  0.345
H  11.01  7.77  -3.25  0.317
H  10.96  6.51  -1.94  0.396
H  9.84  6.05  -4.67  0.250
H  8.23  7.55  -3.71  0.246
H  8.72  6.95  -2.17  0.392
H  7.57  4.77  -2.77  0.307
H  7.53  5.30  -4.43  0.315
H  5.51  5.58  -1.35  0.161
H  5.19  7.38  -1.75  0.150
H  6.75  6.97  -1.46  0.318
C  -1.82  0.13  -4.07  -1.287
C  -0.94  1.29  -4.64  1.221
C  -0.82  1.53  -6.23  -0.801
O  -0.12  0.54  -7.03  -0.396
C  1.26  0.64  -6.78  -0.632
N  -1.42  2.54  -4.13  -0.862
H  -2.63  0.62  -3.53  0.337
H  -1.28  -0.50  -3.36  0.194
H  -2.13  -0.43  -4.95  0.392
H  0.07  1.13  -4.24  0.037
H  -0.28  2.46  -6.34  0.218
H  -1.73  1.74  -6.78  0.442
H  1.89  0.09  -7.49  0.301
H  1.41  0.14  -5.82  0.251
H  1.68  1.64  -6.75  0.208
H  -1.36  2.51  -3.12  0.258
H  -0.62  3.12  -4.37  0.186
C  -7.37  -6.15  -1.31  -1.371
C  -6.09  -5.63  -0.60  0.037
C  -6.18  -5.23  0.98  0.164
O  -7.41  -4.55  1.22  -0.409
C  -7.47  -3.84  2.40  -0.427
N  -5.19  -6.75  -0.71  -0.639
H  -8.15  -5.41  -1.14  0.299
H  -7.66  -7.05  -0.76  0.356
H  -7.27  -6.27  -2.39  0.460
H  -5.78  -4.87  -1.32  0.346
H  -5.32  -4.69  1.39  -0.320
H  -6.32  -6.20  1.46  0.332
H  -6.85  -2.95  2.30  0.056
H  -7.03  -4.43  3.21  0.201
H  -8.48  -3.54  2.69  0.352
H  -5.66  -7.48  -0.20  0.291
H  -5.25  -6.88  -1.71  0.303

Calculated values
- Charge: 0
- Max |F|: 4.3 eV/Å
- E_tot: -3234.46211 hartree
- SMILES string: COC[C@H](C)N.COC[C@H](C)N.COCCNCCOC.COCCNCCOC.COCCNCCOC.COCCNCCOC.COCCNCCOC.COCCNCCOC



A 10-piece molecular cluster, C44H114N6O14 overall. Source: the Open Molecules 2025 dataset; level of theory: ωB97M-V/def2-TZVPD.

Each line ends with the Mulliken charge.
Positions of all 178 atoms, in Å:
C  2.19  4.74  2.43  -1.016
O  0.96  4.13  2.02  -0.164
C  0.39  3.31  3.02  -1.107
C  -0.87  2.58  2.46  0.654
N  -2.07  3.45  2.44  -0.428
C  -3.30  2.81  1.95  1.254
C  -4.56  3.68  2.08  -1.220
O  -4.54  4.68  1.07  -0.014
C  -5.76  5.44  0.99  -0.817
H  2.93  4.01  2.76  0.368
H  2.01  5.47  3.22  0.316
H  2.55  5.27  1.55  0.265
H  0.21  3.96  3.88  0.434
H  1.10  2.53  3.29  0.442
H  -0.99  1.67  3.03  -0.036
H  -0.61  2.21  1.47  -0.179
H  -1.93  4.15  1.73  0.217
H  -3.48  1.83  2.40  -0.020
H  -3.28  2.48  0.91  -0.728
H  -4.65  4.14  3.07  0.358
H  -5.42  3.01  2.02  0.493
H  -5.94  6.03  1.89  0.331
H  -6.65  4.91  0.65  0.327
H  -5.53  6.15  0.19  0.166
C  -4.04  -0.49  0.42  -0.418
O  -4.80  -0.20  1.65  -0.137
C  -5.61  -1.26  2.20  -0.818
C  -6.17  -0.87  3.55  -0.242
N  -7.04  -1.85  4.17  -0.384
C  -7.08  -1.80  5.63  -0.427
C  -7.78  -3.00  6.21  -0.695
O  -6.94  -4.13  6.03  -0.264
C  -7.35  -5.33  6.56  -0.797
H  -3.84  0.45  -0.09  -0.014
H  -4.52  -1.21  -0.24  0.485
H  -3.11  -0.99  0.70  0.084
H  -4.90  -2.08  2.30  0.371
H  -6.42  -1.49  1.50  0.419
H  -6.68  0.08  3.42  0.171
H  -5.34  -0.69  4.24  0.206
H  -6.61  -2.75  3.99  0.255
H  -7.64  -0.93  5.98  0.371
H  -6.08  -1.77  6.05  0.255
H  -8.71  -3.22  5.70  0.379
H  -7.91  -2.81  7.28  0.425
H  -6.75  -6.19  6.26  0.247
H  -8.34  -5.51  6.14  0.316
H  -7.53  -5.38  7.64  0.302
C  -2.22  9.18  -2.62  -0.885
O  -1.77  7.91  -2.24  -0.192
C  -2.29  7.54  -1.02  -0.771
C  -1.42  6.34  -0.52  -0.856
N  -1.24  5.20  -1.46  0.221
C  -2.44  4.40  -1.47  1.220
C  -2.46  3.44  -2.61  -0.669
O  -2.83  4.13  -3.80  -0.498
C  -2.74  3.36  -4.99  -0.751
H  -1.62  9.62  -3.41  0.229
H  -2.28  9.89  -1.80  0.320
H  -3.26  9.12  -2.96  0.343
H  -3.34  7.28  -1.16  0.248
H  -2.15  8.33  -0.29  0.535
H  -1.71  6.10  0.51  0.326
H  -0.38  6.66  -0.39  0.426
H  -1.19  5.56  -2.40  0.050
H  -3.37  4.98  -1.52  0.420
H  -2.51  3.75  -0.60  -1.222
H  -3.13  2.62  -2.36  0.789
H  -1.46  3.07  -2.79  -0.259
H  -3.38  2.47  -4.94  0.324
H  -1.74  3.01  -5.24  0.197
H  -3.00  4.04  -5.80  0.356
C  9.44  -4.02  -1.80  -0.865
O  8.60  -4.37  -0.76  -0.247
C  9.34  -4.70  0.39  -0.694
C  8.40  -5.31  1.51  -0.725
N  7.34  -4.37  1.82  -0.348
C  6.23  -4.82  2.64  -0.734
C  4.98  -3.85  2.55  -0.619
O  4.45  -3.87  1.22  -0.229
C  3.02  -3.51  1.14  -1.099
H  9.50  -2.94  -1.94  0.297
H  9.06  -4.39  -2.75  0.233
H  10.40  -4.53  -1.77  0.443
H  9.92  -3.85  0.74  0.380
H  10.13  -5.40  0.12  0.514
H  8.95  -5.42  2.45  0.364
H  8.08  -6.26  1.08  0.355
H  6.93  -3.99  0.98  0.265
H  6.56  -4.97  3.67  0.385
H  5.95  -5.80  2.24  0.354
H  5.14  -2.83  2.89  0.331
H  4.26  -4.37  3.19  0.438
H  2.84  -2.55  1.61  0.526
H  2.31  -4.24  1.55  0.395
H  2.63  -3.39  0.13  0.337
C  3.57  2.96  -0.65  -1.479
C  2.46  3.82  -1.26  0.527
C  2.41  3.97  -2.79  -0.618
O  1.33  4.91  -3.03  -0.193
C  0.96  4.93  -4.39  -0.712
N  1.21  3.18  -0.86  1.513
H  3.75  2.02  -1.17  0.187
H  3.34  2.83  0.41  0.210
H  4.52  3.49  -0.70  0.514
H  2.56  4.80  -0.79  0.372
H  2.25  2.96  -3.17  -0.085
H  3.37  4.28  -3.21  0.495
H  0.08  5.58  -4.47  0.255
H  0.53  4.04  -4.85  0.148
H  1.78  5.35  -4.98  0.390
H  1.24  3.40  0.13  -0.136
H  0.50  3.84  -1.15  -0.847
C  1.03  -7.05  0.06  -1.651
C  0.02  -5.91  0.07  1.726
C  -0.65  -5.73  -1.30  -0.983
O  -1.39  -4.49  -1.29  -0.246
C  -1.45  -3.73  -2.49  -0.793
N  -0.95  -6.13  1.12  -0.738
H  1.29  -7.43  1.05  0.464
H  2.00  -6.77  -0.34  0.380
H  0.74  -7.92  -0.53  0.395
H  0.55  -4.99  0.34  -0.797
H  -1.31  -6.56  -1.52  0.252
H  0.17  -5.72  -2.02  0.446
H  -2.02  -2.81  -2.32  0.187
H  -2.01  -4.29  -3.24  0.488
H  -0.52  -3.62  -3.05  0.272
H  -1.16  -7.12  1.05  0.292
H  -1.80  -5.73  0.75  0.295
C  4.82  -1.49  -3.68  -1.153
C  6.01  -1.44  -2.66  0.374
C  6.25  -2.71  -1.81  -0.605
O  7.19  -1.19  -3.37  -0.592
H  3.89  -1.77  -3.19  0.138
H  4.96  -2.17  -4.51  0.447
H  4.66  -0.53  -4.17  0.346
H  5.85  -0.62  -1.95  0.216
H  6.98  -2.54  -1.02  0.220
H  6.61  -3.55  -2.41  0.242
H  5.31  -3.00  -1.34  0.010
H  7.36  -1.95  -3.94  0.385
C  -0.61  0.23  -0.94  1.038
C  0.76  -0.28  -0.54  0.778
C  1.71  -0.27  -1.71  -0.430
O  1.23  0.57  0.46  -0.344
H  -1.21  -0.06  -0.09  -1.080
H  -0.96  -0.31  -1.82  -0.040
H  -0.67  1.29  -1.21  -0.331
H  0.67  -1.30  -0.16  0.555
H  2.65  -0.74  -1.46  0.220
H  1.91  0.70  -2.18  -0.587
H  1.30  -0.86  -2.53  0.099
H  1.21  1.47  0.12  -0.334
C  -0.25  -1.57  2.80  -0.267
C  -1.02  -1.45  4.06  0.350
C  -2.53  -1.45  4.03  -0.497
O  -0.65  -2.49  4.92  -0.644
H  0.77  -1.30  3.08  0.247
H  -0.57  -0.92  1.99  -0.431
H  -0.27  -2.62  2.49  0.465
H  -0.81  -0.52  4.59  0.156
H  -2.89  -0.52  3.59  -0.297
H  -2.98  -1.48  5.02  0.385
H  -2.98  -2.30  3.52  0.130
H  -0.44  -3.30  4.45  0.373
C  -0.29  -1.39  -5.31  -1.416
C  -0.82  0.03  -5.02  0.923
C  0.39  0.93  -4.82  0.175
O  -1.65  0.42  -6.03  -0.549
H  -1.21  -1.88  -5.61  0.436
H  0.17  -1.86  -4.43  0.081
H  0.34  -1.32  -6.19  0.439
H  -1.36  -0.04  -4.08  -0.187
H  0.86  1.28  -5.73  0.562
H  1.21  0.51  -4.23  -0.162
H  -0.01  1.80  -4.31  -0.709
H  -1.34  0.15  -6.90  0.394

Calculated values
- Charge: 0
- Max |F|: 3.5 eV/Å
- E_tot: -3126.38561 hartree
- SMILES string: COC[C@H](C)N.COC[C@H](C)N.COCCNCCOC.COCCNCCOC.COCCNCCOC.COCCNCCOC.CC(C)O.CC(C)O.CC(C)O.CC(C)O



For reference, energy relative to the best compared isomer or geometry (same formula, charge and spin) by record: 173.7 77.5 kcal per mole.